{"formula": "C7H32N14O9", "method": "ωB97M-V/def2-TZVPD", "symbols": ["C", "O", "N", "N", "H", "H", "H", "H", "C", "O", "N", "N", "H", "H", "H", "H", "C", "O", "N", "N", "H", "H", "H", "H", "C", "O", "N", "N", "H", "H", "H", "H", "C", "O", "N", "N", "H", "H", "H", "H", "C", "O", "N", "N", "H", "H", "H", "H", "C", "O", "N", "N", "H", "H", "H", "H", "O", "H", "H", "O", "H", "H"], "xyz": [[1.30779, -1.30123, -2.71576], [2.48200, -1.19342, -2.54502], [0.64728, -2.38971, -2.45544], [0.52712, -0.36437, -3.13646], [0.95221, -3.16823, -1.88886], [-0.35896, -2.34622, -2.38009], [0.79962, 0.57825, -3.37590], [-0.43843, -0.65625, -3.18755], [-2.10989, 1.23917, -0.49774], [-1.00400, 1.41554, -0.13742], [-2.91863, 2.16064, -0.91878], [-2.59431, 0.06224, -0.56284], [-2.57162, 3.10813, -0.87483], [-3.81537, 1.81223, -1.22633], [-1.86168, -0.60725, -0.37541], [-3.44105, -0.18515, -1.05471], [-2.20917, -2.37621, -2.49315], [-1.31954, -1.96522, -1.73190], [-2.16053, -2.31031, -3.77302], [-3.14260, -3.15153, -2.16539], [-2.87313, -2.79405, -4.30056], [-1.29174, -2.09694, -4.24183], [-3.37730, -3.22191, -1.18556], [-3.79040, -3.31839, -2.92211], [2.49265, -0.89298, 2.94954], [2.58230, 0.21938, 2.45911], [1.50278, -1.75353, 2.88753], [3.38669, -1.45866, 3.73755], [0.84981, -1.54378, 2.14609], [1.51873, -2.64145, 3.36862], [3.15073, -2.39611, 4.03016], [4.34826, -1.15004, 3.72231], [-1.95553, 2.01229, 2.50417], [-3.12192, 2.05739, 2.09688], [-0.97319, 1.66049, 1.69275], [-1.49830, 2.25608, 3.70980], [-1.19819, 1.41654, 0.73883], [-0.00810, 1.67065, 1.99041], [-0.54451, 2.06697, 3.98298], [-2.18293, 2.31774, 4.44978], [0.23568, -0.84790, 0.62519], [0.44094, -1.80632, 1.29002], [-0.20152, -0.72176, -0.57208], [0.48914, 0.34101, 1.04904], [-0.75231, -1.50044, -0.90433], [-0.29324, 0.12093, -1.12123], [0.20920, 1.09171, 0.43407], [0.78583, 0.50738, 2.00003], [1.41753, 2.72922, -0.28870], [1.51886, 2.25869, 0.83658], [0.34535, 2.88310, -1.03623], [2.42198, 3.25013, -0.96488], [0.44315, 3.38759, -1.90573], [-0.51788, 2.59005, -0.60144], [2.29528, 3.78291, -1.81353], [3.21646, 3.26293, -0.34140], [2.88219, 2.01503, 2.08254], [2.68166, 1.14836, 2.43596], [2.31833, 2.09690, 1.31339], [2.42617, -2.40395, 0.58389], [2.25235, -3.01424, -0.13275], [1.59774, -1.94182, 0.71181]], "forces_ev_per_a": [[3.417, -1.556, 1.271], [2.874, 0.857, 0.072], [0.492, -5.447, -1.203], [-3.636, 3.730, -2.554], [1.126, 0.567, -0.332], [2.868, -0.374, -0.950], [0.174, -0.492, 0.092], [0.217, 1.177, -0.241], [-6.019, -0.083, -4.677], [1.256, 0.211, -18.757], [-0.661, 2.426, -1.016], [-1.938, -4.190, 0.301], [-1.012, 0.112, -0.121], [-0.006, 1.271, 0.182], [-0.540, -0.448, 0.288], [0.167, 0.238, 0.463], [2.175, -0.053, 0.614], [-10.557, -3.271, -4.174], [1.236, 1.802, -4.958], [-4.842, -2.631, 3.149], [0.589, 0.272, -0.292], [-0.083, 0.071, -0.166], [-0.448, -0.321, -0.196], [-0.591, -0.643, 1.123], [-0.410, -3.241, 2.305], [-2.184, -17.405, 1.249], [2.808, 1.198, 7.673], [4.060, -0.019, 2.023], [0.251, 0.744, 4.485], [0.239, 0.422, -0.327], [0.898, 0.453, -0.044], [-0.113, -0.117, 0.170], [1.147, -0.642, -2.062], [-1.085, 0.148, 0.505], [-1.097, 3.814, 12.048], [-0.770, 1.068, 4.222], [-1.458, -0.201, 11.766], [-1.712, 1.670, 0.904], [-0.319, 0.023, -0.247], [0.235, 0.172, 0.017], [-0.311, 8.618, -1.269], [-10.490, -7.086, -8.638], [0.858, -1.437, -1.405], [3.106, -2.826, 1.280], [2.820, 1.500, 2.736], [1.111, -0.724, 0.657], [2.591, -2.132, 1.479], [0.741, -0.685, -0.797], [0.311, 1.608, -1.374], [-13.613, 4.498, -10.975], [-1.887, 1.309, -1.697], [3.362, 0.043, 0.825], [-0.337, -0.070, 0.415], [0.510, 1.504, -1.050], [0.540, -0.147, 0.630], [0.939, 0.517, -0.754], [9.211, 9.704, 4.948], [1.658, 7.770, 1.144], [7.095, -0.889, 3.234], [3.255, -1.287, -1.317], [0.326, 0.004, -0.249], [1.457, -1.104, -0.426]], "multiplicity": 1, "relative_energy_kcal_mol": 842.5, "homo_lumo_gap_ev": 4.47}